Record 1
Here is C45H45GeN5ORuSe as an isolated structure from the Open Molecules 2025 dataset. Energies are from ωB97M-V with the def2-TZVPD basis set.

Output
HOMO level (alpha / beta) in eV: -2.7 / -2.6
LUMO energy (alpha / beta) in eV: 2.573 / 2.576
Total charge: -1
HOMO-LUMO gap (alpha / beta) in eV: 5.2687 / 5.1953
Spin multiplicity: 2

Cartesian coordinates (Å):
Ru  -1.198  -0.360  -0.437
C  1.096  1.473  -0.037
N  -0.377  1.550  -0.223
C  -1.080  1.984  0.994
C  -1.591  0.764  1.708
N  -0.877  -0.298  2.053
C  -1.749  -1.077  2.809
C  -1.552  -2.326  3.387
C  -2.617  -2.905  4.059
C  -3.852  -2.258  4.167
C  -4.058  -1.004  3.611
C  -2.987  -0.430  2.944
N  -2.835  0.782  2.301
C  1.719  0.844  -1.215
N  1.702  -0.581  -1.144
C  2.973  -1.033  -1.591
C  3.487  -2.302  -1.765
C  4.775  -2.442  -2.270
C  5.534  -1.326  -2.605
C  5.031  -0.046  -2.420
C  3.758  0.090  -1.883
N  3.062  1.241  -1.579
H  1.215  0.871  0.882
H  1.525  2.469  0.126
H  -0.586  2.191  -0.983
H  -1.940  2.586  0.698
H  -0.436  2.597  1.639
H  -0.598  -2.830  3.293
H  -2.494  -3.886  4.501
H  -4.666  -2.748  4.687
H  -5.015  -0.503  3.689
H  -3.585  1.356  1.959
H  2.905  -3.181  -1.557
H  5.177  -3.436  -2.417
H  6.529  -1.454  -3.013
H  5.619  0.830  -2.667
H  3.120  1.959  -2.285
C  -1.386  -1.939  -3.886
O  -0.417  -0.910  -3.876
H  -1.355  -2.410  -4.870
H  -2.394  -1.550  -3.708
H  -1.174  -2.699  -3.127
H  -0.442  -0.522  -2.984
C  0.613  -1.233  -0.703
Ge  0.677  -3.071  -0.036
C  -1.176  -3.629  0.298
C  -1.445  -4.853  0.914
C  -2.743  -5.236  1.219
C  -3.809  -4.401  0.908
C  -3.572  -3.192  0.274
C  -2.266  -2.835  -0.030
C  1.634  -3.100  1.690
C  2.088  -1.907  2.245
C  2.700  -1.882  3.492
C  2.864  -3.058  4.210
C  2.417  -4.258  3.673
C  1.811  -4.275  2.424
C  1.309  -4.704  -1.001
C  2.487  -5.376  -0.677
C  2.858  -6.541  -1.336
C  2.056  -7.053  -2.346
C  0.881  -6.396  -2.685
C  0.512  -5.239  -2.014
H  -0.628  -5.522  1.163
H  -2.924  -6.186  1.708
H  -4.821  -4.692  1.161
H  -4.383  -2.521  0.020
H  -2.178  -1.895  -0.583
H  1.928  -0.981  1.705
H  3.037  -0.940  3.907
H  3.333  -3.040  5.186
H  2.539  -5.180  4.228
H  1.471  -5.223  2.021
H  3.137  -4.977  0.095
H  3.777  -7.046  -1.063
H  2.345  -7.958  -2.866
H  0.248  -6.787  -3.473
H  -0.420  -4.753  -2.277
C  -3.171  6.686  -1.426
C  -3.274  5.183  -1.439
C  -4.226  4.514  -0.686
C  -4.324  3.124  -0.688
C  -5.469  2.488  0.055
C  -3.410  2.357  -1.432
Se  -3.449  0.436  -1.298
C  -2.510  3.027  -2.281
C  -1.659  2.295  -3.280
C  -2.444  4.418  -2.248
H  -3.838  7.118  -0.680
H  -3.438  7.109  -2.398
H  -2.154  7.011  -1.198
H  -4.928  5.087  -0.087
H  -6.056  3.245  0.577
H  -5.150  1.726  0.767
H  -6.119  1.953  -0.640
H  -1.095  1.477  -2.833
H  -0.958  2.975  -3.767
H  -2.288  1.834  -4.046
H  -1.726  4.918  -2.892

=====

Record 2
Here is C45H46BCl5F3HgN9S4Se as an isolated structure in a non-equilibrium geometry from the Open Molecules 2025 dataset. Energies are from ωB97M-V with the def2-TZVPD basis set.

Output
HOMO level (alpha / beta) in eV: -3.2 / -5.0
LUMO energy (alpha / beta) in eV: 1.683 / 1.573
Total charge: -1
HOMO-LUMO gap (alpha / beta) in eV: 4.9249 / 6.5471
Spin multiplicity: 2

Cartesian coordinates (Å):
Hg  0.020  0.437  -0.011
C  2.936  -1.394  4.455
C  2.539  -2.360  3.394
C  3.170  -3.569  3.234
C  2.729  -4.442  2.217
N  1.738  -4.131  1.436
N  1.090  -2.974  1.599
B  -0.109  -2.825  0.781
N  -0.163  -3.493  -0.520
N  -1.110  -4.424  -0.625
C  -1.245  -5.109  -1.721
C  -0.444  -4.843  -2.851
C  0.531  -3.883  -2.768
C  1.386  -3.515  -3.926
C  0.712  -3.207  -1.533
S  1.906  -2.070  -1.268
C  -2.277  -6.213  -1.639
C  -2.404  -6.997  -2.943
C  -3.625  -5.595  -1.253
C  -1.811  -7.168  -0.531
N  -1.380  -2.739  1.508
N  -1.398  -3.438  2.642
C  -2.504  -3.590  3.314
C  -3.704  -2.989  2.886
C  -3.700  -2.235  1.733
C  -4.923  -1.557  1.224
C  -2.488  -2.112  1.013
S  -2.365  -1.220  -0.416
C  -2.364  -4.522  4.501
C  -1.292  -3.957  5.439
C  -3.679  -4.723  5.252
C  -1.894  -5.875  3.947
C  1.455  -2.051  2.541
S  0.614  -0.595  2.663
C  3.317  -5.825  2.050
C  4.831  -5.721  1.842
C  3.017  -6.617  3.332
C  2.664  -6.528  0.857
H  3.864  -1.699  4.934
H  3.047  -0.399  4.031
H  2.139  -1.331  5.195
H  3.984  -3.840  3.888
H  -0.591  -5.373  -3.775
H  1.063  -4.032  -4.826
H  1.346  -2.439  -4.089
H  2.425  -3.759  -3.712
H  -2.679  -6.351  -3.774
H  -1.466  -7.495  -3.182
H  -3.176  -7.757  -2.834
H  -3.967  -4.907  -2.022
H  -4.373  -6.373  -1.117
H  -3.513  -5.038  -0.327
H  -0.826  -7.568  -0.770
H  -1.739  -6.628  0.409
H  -2.511  -7.995  -0.423
H  -4.619  -3.103  3.442
H  -5.768  -1.726  1.887
H  -4.738  -0.488  1.139
H  -5.156  -1.920  0.225
H  -1.601  -2.996  5.844
H  -1.111  -4.645  6.263
H  -0.369  -3.809  4.886
H  -4.072  -3.780  5.622
H  -4.421  -5.184  4.604
H  -3.515  -5.381  6.103
H  -0.961  -5.740  3.406
H  -1.743  -6.589  4.754
H  -2.633  -6.278  3.258
H  5.311  -5.250  2.697
H  5.260  -6.713  1.712
H  5.046  -5.126  0.958
H  3.502  -6.167  4.196
H  1.945  -6.636  3.515
H  3.372  -7.641  3.232
H  2.836  -5.962  -0.054
H  3.071  -7.531  0.742
H  1.589  -6.591  1.008
F  5.107  2.797  -3.665
C  3.917  2.199  -3.409
F  3.813  1.240  -4.349
F  3.000  3.127  -3.702
C  3.856  1.670  -2.007
C  5.017  1.592  -1.257
C  4.967  1.111  0.043
C  3.731  0.728  0.540
N  2.624  0.788  -0.167
C  2.641  1.240  -1.430
S  1.138  1.278  -2.250
H  5.954  1.921  -1.683
H  5.859  1.051  0.644
H  3.615  0.369  1.555
Cl  -2.513  1.166  2.196
C  -1.211  2.261  2.411
C  -0.244  2.348  1.406
C  0.754  3.295  1.640
Cl  1.885  3.656  0.388
C  0.850  4.033  2.814
Cl  2.165  5.111  3.066
C  -0.125  3.891  3.792
Cl  -0.037  4.814  5.235
C  -1.184  3.016  3.577
Cl  -2.427  2.888  4.757
Se  -0.775  3.398  -1.229
N  -1.938  2.115  -1.335
C  -3.148  2.639  -1.542
C  -4.346  1.915  -1.690
C  -5.509  2.610  -1.871
C  -5.533  4.018  -1.917
C  -4.386  4.752  -1.798
C  -3.165  4.078  -1.611
N  -1.968  4.655  -1.469
H  -4.323  0.835  -1.659
H  -6.446  2.078  -1.965
H  -6.481  4.527  -2.037
H  -4.392  5.831  -1.831

=====

Record 3
Here is C45H46BCl5F3HgN9S4Se as an isolated structure from the Open Molecules 2025 dataset. Energies are from ωB97M-V with the def2-TZVPD basis set.

Output
HOMO level (alpha / beta) in eV: -3.4 / -5.0
LUMO energy (alpha / beta) in eV: 1.681 / 1.640
Total charge: -1
HOMO-LUMO gap (alpha / beta) in eV: 5.0684 / 6.6743
Spin multiplicity: 2

Cartesian coordinates (Å):
Hg  -0.769  -0.482  -3.313
C  3.554  -2.997  -0.269
C  2.944  -1.799  0.381
C  3.649  -1.004  1.270
C  3.096  0.244  1.648
N  1.885  0.596  1.345
N  1.088  -0.299  0.678
B  -0.309  -0.076  0.731
N  -1.164  -1.296  0.876
N  -0.665  -2.130  1.791
C  -1.317  -3.196  2.134
C  -2.583  -3.481  1.569
C  -3.095  -2.653  0.616
C  -4.414  -2.899  -0.036
C  -2.323  -1.517  0.211
S  -2.808  -0.496  -1.033
C  -0.610  -4.066  3.165
C  0.665  -4.612  2.505
C  -0.229  -3.196  4.371
C  -1.488  -5.225  3.635
N  -0.814  1.177  1.402
N  -0.836  1.005  2.734
C  -1.188  1.977  3.509
C  -1.641  3.216  2.967
C  -1.583  3.425  1.629
C  -1.998  4.708  0.994
C  -1.071  2.366  0.786
S  -0.785  2.579  -0.832
C  -1.055  1.779  5.011
C  -0.170  2.905  5.568
C  -2.443  1.839  5.661
C  -0.398  0.431  5.313
C  1.639  -1.415  0.022
S  0.739  -2.239  -1.169
C  3.899  1.231  2.488
C  5.274  1.455  1.846
C  3.164  2.567  2.600
C  4.060  0.618  3.887
H  4.553  -3.193  0.123
H  3.618  -2.827  -1.348
H  2.918  -3.873  -0.137
H  4.633  -1.310  1.597
H  -3.143  -4.354  1.876
H  -4.915  -3.762  0.401
H  -4.269  -3.060  -1.105
H  -5.043  -2.013  0.064
H  1.309  -3.785  2.204
H  0.416  -5.186  1.610
H  1.208  -5.259  3.198
H  0.394  -2.363  4.049
H  0.315  -3.791  5.107
H  -1.124  -2.790  4.849
H  -1.762  -5.878  2.804
H  -2.397  -4.859  4.119
H  -0.939  -5.824  4.363
H  -2.029  3.987  3.620
H  -2.424  5.395  1.726
H  -2.723  4.511  0.204
H  -1.136  5.171  0.511
H  -0.637  3.882  5.437
H  0.794  2.915  5.057
H  0.006  2.754  6.634
H  -2.946  2.780  5.432
H  -2.358  1.753  6.746
H  -3.068  1.021  5.296
H  0.573  0.369  4.821
H  -1.010  -0.388  4.936
H  -0.263  0.315  6.390
H  5.157  1.783  0.812
H  5.865  0.539  1.846
H  5.831  2.218  2.394
H  3.073  3.037  1.621
H  3.709  3.238  3.269
H  2.157  2.413  2.987
H  4.578  -0.341  3.835
H  3.080  0.452  4.339
H  4.633  1.288  4.533
F  -2.423  1.655  -8.265
C  -2.465  2.711  -7.440
F  -3.344  3.587  -8.006
F  -1.260  3.319  -7.503
C  -2.869  2.386  -6.035
C  -3.894  3.098  -5.443
C  -4.224  2.860  -4.115
C  -3.485  1.917  -3.426
N  -2.500  1.222  -3.978
C  -2.153  1.419  -5.276
S  -0.849  0.501  -5.859
H  -4.435  3.842  -6.012
H  -5.019  3.402  -3.625
H  -3.677  1.698  -2.382
Cl  -2.831  -3.116  -3.261
C  -1.326  -3.570  -3.982
C  -0.375  -2.574  -4.172
C  0.791  -2.972  -4.824
Cl  1.989  -1.816  -5.266
C  1.021  -4.294  -5.210
Cl  2.480  -4.733  -6.019
C  0.060  -5.265  -4.959
Cl  0.336  -6.903  -5.410
C  -1.132  -4.898  -4.350
Cl  -2.344  -6.086  -4.044
Se  2.963  0.335  -2.404
N  1.408  0.969  -2.896
C  1.644  2.097  -3.584
C  0.650  2.913  -4.173
C  1.033  3.997  -4.904
C  2.403  4.333  -5.061
C  3.389  3.594  -4.479
C  3.031  2.450  -3.726
N  3.893  1.617  -3.137
H  -0.389  2.653  -4.044
H  0.277  4.603  -5.387
H  2.662  5.199  -5.658
H  4.435  3.842  -4.598

=====

Respective E_tot values: -181337.5509; -245129.4373; -245129.7355 eV.
Respective relative energy (zero: lowest compared OMol25 entry of this formula, charge and spin) values: 0.432; 0.298; 0.000 eV.